A 18-piece molecular cluster, C104H128N15O23 overall. Source: the Open Molecules 2025 dataset; level of theory: the ωB97M-V functional and the def2-TZVPD basis.

Values from the calculation:
- HOMO: -9.15 eV
- DFT total energy: -179329.477 eV
- Total charge: +3
- Orbital gap: 1.617 eV

The geometry in XYZ format:
```
270
Properties=species:S:1:pos:R:3:forces:R:3
C 8.254038 -8.220156 -2.214579 -0.5 -0.1 -0.7
N 7.884213 -6.807104 -2.550047 0.8 -1.5 0.2
C 8.237814 -6.172412 -3.682992 0.4 0.6 -0.8
C 8.013833 -4.828765 -3.824508 0.0 0.2 0.0
C 7.446308 -4.095792 -2.791503 -0.3 0.1 1.5
C 7.066580 -4.789929 -1.679785 0.3 -0.7 1.1
C 7.305019 -6.172072 -1.563434 -0.3 1.8 0.3
C 7.143929 -2.631716 -2.763596 1.2 -0.6 -0.9
C 6.277655 -2.212534 -3.748608 -1.5 0.8 -0.5
C 5.796042 -0.911036 -3.749787 0.3 -0.8 -1.3
N 6.270414 -0.081567 -2.830669 -1.7 2.6 0.4
C 7.118957 -0.447588 -1.894689 0.8 -0.8 0.5
C 7.681182 -1.715245 -1.847481 -1.0 0.1 -0.1
C 5.516258 1.253809 -2.510002 0.3 -1.8 -0.4
H 7.548755 -8.536774 -1.437673 0.4 0.0 -0.2
H 9.284064 -8.282516 -1.887710 0.1 0.2 0.3
H 8.157969 -8.866356 -3.086405 -0.2 0.2 -0.1
H 8.763751 -6.694775 -4.470841 -0.2 -0.4 0.2
H 8.295792 -4.273028 -4.685906 0.4 -0.1 -0.9
H 6.615956 -4.353476 -0.787178 0.3 -0.3 -0.5
H 6.990500 -6.607369 -0.601087 0.2 0.0 -0.3
H 5.743464 -2.883492 -4.431023 0.6 0.1 0.2
H 5.087976 -0.614195 -4.554950 0.1 0.0 0.9
H 7.195961 0.321084 -1.155842 0.7 -0.1 0.4
H 8.257820 -2.003572 -0.973597 0.1 -0.1 -0.4
H 4.512906 1.039976 -2.826779 -0.6 0.2 -0.4
H 5.938422 2.062150 -3.086106 0.2 0.2 0.0
H 5.462347 1.387675 -1.420871 0.4 -0.1 -0.5
C -1.416499 -4.768848 -0.903752 -0.1 0.3 -0.8
N -2.821592 -4.659647 -1.391502 0.3 -0.9 0.9
C -3.840632 -4.929270 -0.553942 -1.3 0.7 0.2
C -5.167837 -4.820495 -1.023332 1.4 0.3 -0.8
C -5.330980 -4.444330 -2.376402 0.9 -0.1 0.9
C -4.239850 -4.238814 -3.232459 0.9 -0.4 1.5
C -2.965437 -4.393537 -2.687120 -0.6 0.7 -1.2
C -6.643349 -4.388652 -2.963016 -0.2 0.1 -1.0
C -6.731528 -4.055579 -4.307748 0.0 0.6 -2.1
C -7.841613 -4.347061 -5.078533 0.2 -0.6 2.0
N -8.860895 -4.985630 -4.446383 -0.3 0.3 -1.0
C -8.855804 -5.148079 -3.126455 -0.5 -0.7 -0.1
C -7.789235 -4.836487 -2.352470 0.1 -0.1 1.1
C -9.990430 -5.574719 -5.216806 -0.1 0.7 0.1
H -0.933244 -3.920349 -1.404010 0.3 -0.3 0.4
H -1.064661 -5.725999 -1.283098 0.3 0.1 0.0
H -1.358256 -4.793914 0.188786 -0.5 0.7 -0.5
H -3.617533 -5.123156 0.506054 0.2 0.0 -0.7
H -6.028022 -4.973780 -0.372869 0.6 0.0 0.0
H -4.310747 -3.948387 -4.271085 0.4 -0.3 0.3
H -2.070743 -4.222641 -3.306077 -0.5 -0.2 0.7
H -5.851173 -3.649160 -4.836239 -1.0 -0.2 0.3
H -7.918582 -4.217790 -6.134382 0.0 0.1 -0.4
H -9.682787 -5.716526 -2.758465 -0.5 0.0 0.4
H -7.794804 -5.075312 -1.294419 -0.2 0.0 -0.2
H -9.759311 -5.381166 -6.260398 -0.2 -0.4 -0.1
H -10.921882 -5.038267 -4.975976 0.4 -0.3 0.0
H -10.084057 -6.638500 -4.967897 0.1 0.3 -0.3
C 1.171994 -4.260393 3.609268 0.7 1.7 -0.5
N 1.037144 -3.259104 2.501210 0.7 -0.4 -0.1
C -0.143210 -2.778500 2.190075 -1.3 -0.3 0.1
C -0.353625 -1.991669 1.082510 0.8 0.7 0.2
C 0.742611 -1.549834 0.351558 0.6 0.0 -0.1
C 2.008093 -2.018049 0.719611 -0.3 -0.4 0.2
C 2.108137 -2.886949 1.776125 0.7 -0.8 0.4
C 0.684287 -0.538458 -0.734416 -0.3 0.2 0.1
C 1.828528 0.213741 -1.065113 -1.3 -0.9 0.3
C 1.661210 1.258820 -1.914627 0.1 1.3 -0.8
N 0.485507 1.536508 -2.495865 0.0 -0.7 -0.2
C -0.579177 0.719536 -2.299030 -0.8 1.8 -0.8
C -0.543553 -0.261940 -1.363724 0.9 -0.6 0.6
C 0.336769 2.746432 -3.340432 -0.4 -0.5 0.0
H 0.415748 -4.049902 4.347020 -0.5 -0.4 -0.1
H 2.108420 -3.978685 4.056688 0.6 -0.4 0.3
H 1.179056 -5.237349 3.161663 -0.2 -0.4 0.0
H -0.960121 -3.057483 2.841179 0.0 -0.1 -0.1
H -1.338259 -1.621049 0.943868 -0.8 0.1 -0.3
H 2.904002 -1.796490 0.153842 -0.5 0.2 0.4
H 3.057875 -3.350176 2.070585 -0.3 0.3 -0.2
H 2.799063 -0.005047 -0.670521 0.4 0.1 0.2
H 2.432195 1.984246 -2.111228 0.3 -0.2 -0.1
H -1.483048 1.030429 -2.859825 0.6 -0.6 0.6
H -1.409330 -0.866201 -1.142378 -0.1 0.1 -0.2
H -0.352797 2.551068 -4.166604 0.0 -0.1 0.3
H 1.258589 3.070751 -3.786562 0.6 -0.1 0.1
H -0.048859 3.509546 -2.683000 -0.1 0.4 -0.1
C -3.334434 -0.366529 -9.559713 0.1 -0.8 0.8
N -4.178295 -0.507150 -8.311809 1.5 -0.9 -0.4
C -5.160475 0.322936 -8.122078 -1.8 2.0 1.3
C -5.833075 0.474738 -6.906121 0.5 -1.8 0.2
C -5.454687 -0.452408 -5.844626 -0.6 1.3 -0.1
C -4.429451 -1.373667 -6.099677 -0.7 0.4 -0.7
C -3.832114 -1.372154 -7.335632 0.9 -0.3 -0.9
C -6.040507 -0.414645 -4.439705 0.9 0.0 -0.4
C -7.187764 0.252000 -4.128653 -2.1 1.2 0.5
C -7.644287 0.412842 -2.820837 0.4 0.2 0.1
N -6.964227 -0.119225 -1.784671 -0.1 0.5 0.0
C -5.895853 -0.852571 -2.070475 1.6 -0.8 1.5
C -5.397846 -0.966864 -3.332915 0.0 -0.9 -1.5
C -7.192616 0.219834 -0.357769 -2.0 0.9 0.4
H -2.431456 0.193639 -9.289732 -0.3 -0.1 -0.1
H -3.898747 0.140007 -10.327273 -0.2 0.2 0.0
H -3.068551 -1.371194 -9.911495 0.0 0.3 0.2
H -5.376407 0.996825 -8.923093 -0.2 0.2 -0.4
H -6.638465 1.231631 -6.950554 0.6 -0.6 0.8
H -4.036529 -2.092145 -5.391941 0.2 0.2 0.2
H -3.026880 -2.037780 -7.642938 -0.1 0.0 0.6
H -7.824653 0.741110 -4.855768 0.2 -0.1 -0.2
H -8.486959 1.048393 -2.584134 0.0 -0.2 0.0
H -5.337751 -1.268484 -1.193331 -0.4 0.4 -0.4
H -4.532500 -1.575382 -3.496711 0.7 0.1 0.3
H -6.472614 -0.157225 0.322006 1.5 -0.7 -0.1
H -8.116883 -0.217786 0.064434 0.0 0.3 -0.9
H -7.199594 1.309441 -0.207219 -0.2 -0.3 -0.5
C -2.732064 -1.053141 5.550148 0.7 0.6 -0.3
N -2.782516 0.105156 6.496953 0.5 -0.6 0.2
C -3.951301 0.511475 6.959278 -1.9 0.9 0.8
C -4.095929 1.550655 7.882405 1.2 -0.4 -0.3
C -2.911033 2.171892 8.358472 -0.2 0.8 -0.1
C -1.690157 1.780249 7.802082 -0.1 -1.8 0.3
C -1.655543 0.638371 6.971710 1.5 0.9 0.0
C -2.891168 3.307259 9.367040 -1.0 -1.4 -1.7
C -1.791838 4.129755 9.375467 0.9 1.8 1.4
C -1.694497 5.158047 10.312357 1.3 -0.2 -0.1
N -2.681576 5.409185 11.206253 -0.5 0.3 -0.8
C -3.796535 4.683952 11.128745 -0.9 -2.1 -0.8
C -3.944640 3.620403 10.212497 -0.1 0.5 1.9
C -2.730298 6.694534 11.931038 0.2 0.5 -0.6
H -3.485018 -0.945412 4.750985 0.3 0.0 0.6
H -2.860429 -1.962741 6.126741 0.0 -0.2 -0.1
H -1.726900 -0.978071 5.115641 -0.3 -0.4 -0.1
H -4.790951 -0.056930 6.573156 -0.1 0.3 0.1
H -5.072613 1.889822 8.188705 -0.1 -0.2 0.0
H -0.744301 2.188599 8.170819 -0.4 -0.4 -0.4
H -0.697783 0.193515 6.609158 -0.9 0.7 0.2
H -0.970828 4.013200 8.689664 0.1 0.0 0.0
H -0.749089 5.737431 10.435430 -1.1 -0.3 -0.3
H -4.589938 4.848823 11.841965 0.1 0.4 0.1
H -4.830748 2.992167 10.361135 0.4 0.3 -0.4
H -1.723323 6.913195 12.253082 0.1 0.4 0.0
H -3.376835 6.695930 12.788671 -0.2 -0.6 0.4
H -3.169210 7.440785 11.238764 0.7 -0.2 0.3
C 3.192934 9.012735 3.082628 -1.4 0.2 1.0
N 2.269530 8.019609 2.499548 -1.7 -0.8 1.5
C 2.302228 7.625172 1.228057 1.3 0.9 -1.3
C 1.331407 6.890091 0.620214 -0.4 -0.2 0.6
C 0.208254 6.569182 1.383793 -0.9 -0.3 -1.0
C 0.147251 6.853713 2.747856 1.1 0.9 0.2
C 1.210895 7.589747 3.274122 0.0 -0.2 -0.7
C -0.974812 6.125846 0.586389 -0.3 0.5 0.3
C -2.055209 7.042839 0.448861 0.5 -0.4 0.0
C -3.007292 6.790882 -0.494553 -0.3 0.2 -0.4
N -2.946980 5.702424 -1.328236 0.9 1.3 2.1
C -1.977033 4.808418 -1.108190 0.1 -0.5 -1.1
C -0.973361 4.977623 -0.171286 -1.5 1.4 0.3
C -3.924109 5.630029 -2.386424 -0.4 -0.1 -0.5
H 3.109514 8.975092 4.179723 0.3 -0.4 -0.5
H 2.808270 9.992021 2.850815 0.1 0.4 -0.5
H 4.182301 8.889618 2.742031 1.0 -0.3 -0.4
H 3.073942 7.997321 0.549207 0.2 0.1 0.7
H 1.479039 6.691609 -0.438628 -0.6 0.0 0.2
H -0.702568 6.632156 3.410454 0.5 0.0 -0.6
H 1.181476 7.881674 4.308869 0.3 0.2 0.1
H -2.107676 7.994927 0.985901 0.1 -0.5 -0.1
H -3.831160 7.500438 -0.642390 0.4 -0.5 -0.2
H -1.896510 3.944021 -1.771220 -0.7 0.3 0.0
H -0.189537 4.287436 -0.179785 1.3 -0.9 0.2
H -3.786346 6.357464 -3.185463 0.5 0.2 0.3
H -4.886102 5.824442 -1.928424 -0.3 -0.3 -0.1
H -3.811570 4.641985 -2.787588 -0.5 -0.6 -0.1
C 9.935181 0.577895 1.266174 1.0 0.5 0.9
N 8.519826 0.840176 1.539669 0.1 -0.6 -0.3
C 7.862351 0.149862 2.509939 0.6 -0.5 0.0
C 6.527204 0.356981 2.724732 -0.5 0.6 0.4
C 5.887226 1.351158 1.970940 -0.8 0.8 1.1
C 6.595830 2.130358 1.087182 1.5 -0.4 -0.8
C 7.926397 1.801200 0.841716 -0.9 0.9 -0.1
C 4.484535 1.769168 2.290193 0.0 -0.4 -0.6
C 3.485295 0.794427 2.406694 0.6 1.4 -0.1
C 2.204584 1.283190 2.446504 -1.4 -1.7 -1.0
N 1.891110 2.554759 2.460266 -0.4 1.1 0.3
C 2.824544 3.495987 2.436590 1.1 0.6 -0.1
C 4.144250 3.142849 2.292073 -0.4 -0.8 0.5
C 0.479380 2.924783 2.523501 -0.4 0.8 0.0
H 10.267696 0.841634 0.257554 -0.6 -0.2 0.2
H 10.222675 -0.420983 1.537078 -0.3 -0.7 -0.3
H 10.515569 1.172136 1.973222 0.0 0.3 -0.1
H 8.486126 -0.556293 3.071662 -0.5 0.3 -0.3
H 5.972017 -0.045742 3.584217 0.6 -0.4 -0.7
H 6.205692 2.964943 0.531425 -0.6 0.0 -0.1
H 8.529847 2.371139 0.128695 -0.1 -0.4 0.3
H 3.643008 -0.268427 2.349589 0.3 -0.2 0.0
H 1.334190 0.642019 2.322166 0.5 -0.2 0.5
H 2.489274 4.520472 2.446846 0.0 0.0 0.0
H 4.870400 3.928770 2.200820 0.3 0.0 0.0
H 0.377042 4.022823 2.469051 0.3 -0.6 0.1
H 0.072466 2.535552 3.457394 0.0 -0.1 -0.1
H -0.052085 2.545749 1.656177 0.1 -0.3 0.0
N -0.509433 -6.266253 1.205161 0.5 1.1 0.1
O 0.754037 -6.044703 0.973909 -2.9 -1.0 0.5
O -1.184831 -7.154024 0.645699 1.5 0.5 0.5
O -1.151265 -5.403818 1.924347 1.1 -1.2 -0.5
C -1.823433 -5.118679 5.297342 -0.5 0.3 1.6
C -2.064316 -5.725071 6.753549 0.2 1.0 -0.1
O -1.140097 -5.407543 7.539922 -0.2 -0.3 -0.1
O -3.136362 -6.308383 6.922745 -0.2 -0.3 0.1
H -1.465107 -4.104117 5.597560 -0.3 -0.5 -0.9
H -2.728929 -5.184636 4.690188 0.2 0.3 0.0
H -1.039586 -5.718845 4.898091 0.6 -0.2 -0.6
C 4.591719 -3.057328 -0.589114 0.3 1.0 0.2
C 5.104812 -1.864219 0.232788 -0.9 0.2 0.3
O 5.298216 -1.869683 1.457100 0.2 -0.7 0.8
O 5.191298 -0.815954 -0.455671 0.0 1.1 -0.6
H 3.796695 -2.614405 -1.202125 -0.2 -0.6 0.2
H 4.369198 -3.987251 -0.045338 0.2 0.4 -0.5
H 5.376197 -3.103945 -1.332595 -0.1 -0.8 0.0
C 4.089956 -6.412347 1.598171 0.2 -0.5 0.3
C 5.585057 -6.260510 1.408944 1.1 -0.3 1.1
O 5.864141 -5.759455 0.284954 -0.3 0.3 -0.1
O 6.460497 -6.533093 2.268983 -1.6 0.0 -0.6
H 3.539045 -5.968859 0.795879 -0.2 0.1 -0.7
H 3.834858 -5.874800 2.466351 -0.4 0.7 1.4
H 3.720213 -7.414246 1.770001 0.2 -0.4 -0.1
C 3.148406 0.948805 -6.740990 -0.4 -0.7 -0.3
C 2.929952 0.072514 -5.497158 1.2 -0.6 -0.8
O 3.337804 -1.123139 -5.496200 0.0 0.4 -0.4
O 2.512781 0.685361 -4.511435 -0.9 0.9 1.7
H 4.032167 1.518882 -6.565680 1.0 0.4 0.3
H 2.388556 1.731251 -6.831566 -0.2 -0.5 -0.3
H 3.354181 0.339057 -7.630722 -0.5 0.3 0.1
C 3.150016 5.171116 -1.631338 -0.8 1.2 1.5
C 2.863369 4.103793 -0.600116 2.2 0.7 -1.5
O 1.827950 4.256726 0.070624 -1.3 -0.7 1.2
O 3.773729 3.252511 -0.492595 -0.4 -0.9 0.6
H 2.292258 5.853146 -1.665605 0.5 -0.2 -0.8
H 3.411105 4.794332 -2.575646 0.1 -0.5 -1.3
H 4.014033 5.748811 -1.280257 0.0 0.0 -0.1
C 1.617466 -1.065292 6.092467 -0.8 1.3 0.9
C 1.113994 -0.201418 4.934648 0.2 -2.1 -1.7
O 1.328584 -0.770896 3.803922 -0.5 1.1 1.6
O 0.480647 0.870578 5.117685 0.1 0.2 0.1
H 2.564715 -1.473862 5.818043 0.6 -0.3 0.1
H 0.940537 -1.872866 6.321742 -0.4 -0.6 -0.5
H 1.611643 -0.534038 7.052855 0.6 0.2 -0.2
C -0.301514 6.729283 -2.840712 0.0 1.1 1.3
C 1.059267 7.020709 -3.692907 -1.4 0.6 3.1
O 1.034153 6.288748 -4.658487 1.1 -0.4 -1.7
O 1.868976 7.800178 -3.118730 -0.4 -0.7 -0.9
H -1.203936 6.773213 -3.419023 -0.4 0.0 -1.0
H -0.568531 7.409753 -1.971442 0.8 -0.5 -0.6
H -0.250668 5.708493 -2.462069 0.4 0.0 -0.1
C -3.530835 3.114208 -4.878379 -0.9 -0.2 1.5
C -3.465742 2.181953 -3.567073 -0.2 2.5 0.6
O -3.273076 2.740137 -2.429849 0.1 0.1 -1.3
O -3.683564 0.993582 -3.685526 -0.3 -2.1 -1.1
H -3.330436 4.157202 -4.588704 0.3 -0.5 -0.4
H -4.594576 3.119907 -5.240247 0.9 -0.3 0.1
H -2.855901 2.767220 -5.660205 -0.1 0.0 0.1
C -5.227994 -2.095075 2.923565 0.6 0.0 -0.8
C -4.480405 -2.062749 1.569464 -0.8 0.8 0.4
O -3.551167 -2.843096 1.353259 0.2 -0.2 -0.1
O -4.951460 -1.177345 0.786059 0.2 -0.3 -0.5
H -4.645826 -2.648321 3.649234 -0.2 -0.1 0.3
H -6.193658 -2.530521 2.735744 -0.4 -0.7 0.1
H -5.496690 -1.081866 3.193339 0.4 0.4 0.4
C 0.062518 -1.862311 -4.951681 0.3 0.3 0.8
C -1.223432 -2.179740 -4.234453 1.8 -0.3 0.4
O -1.168417 -2.262315 -2.974798 -1.2 -0.1 -0.7
O -2.157273 -2.483558 -5.015013 -1.8 -0.2 0.3
H 0.048176 -0.862591 -5.374699 0.0 0.1 -0.3
H 0.161321 -2.621696 -5.699130 0.2 -0.1 -0.8
H 0.912754 -1.938903 -4.285449 0.2 0.2 0.1
```
Positions in Å, forces in eV/Å.